(1)
The molecule C5H6N2. Source: the OMol25 dataset; level of theory: wB97M-V/def2-TZVPD.

The geometry in XYZ format:
```
13
Properties=species:S:1:pos:R:3:lowdin_charge:R:1
C -1.15 1.25 0.25 -0.2983
N -2.37 1.12 0.05 0.1972
C -1.11 -0.17 0.38 -0.1786
C -0.32 -0.88 -0.71 -0.1376
C 1.11 -0.70 -0.18 -0.2390
C 1.57 0.59 0.28 -0.1450
N 1.03 -0.06 1.21 0.1221
H -0.33 1.92 -0.01 0.1052
H -1.42 -0.71 1.26 0.1191
H -0.49 -0.39 -1.67 0.1132
H -0.56 -1.94 -0.80 0.1075
H 1.85 -1.51 -0.25 0.1194
H 2.19 1.47 0.20 0.1148
```

## Properties
Gap between HOMO and LUMO   9.72 eV
Calculated total energy   -303.4303 Ha

=====

(2)
A structure of composition C23H13N12O7Ru. Source: the OMol25 dataset; level of theory: wB97M-V/def2-TZVPD.

The geometry in XYZ format:
```
56
Properties=species:S:1:pos:R:3:mulliken_spin:R:1
Ru -0.09 -0.93 -0.48 2.9045
N -0.52 2.44 0.19 0.0255
C 0.48 2.14 -0.72 0.0126
N 1.23 3.06 -1.29 0.0070
N 2.06 2.35 -2.09 0.0230
N 1.82 1.09 -2.00 0.0148
N 0.80 0.91 -1.13 0.1304
C -1.48 1.56 0.61 0.0404
N -2.54 1.90 1.30 -0.0020
N -3.20 0.73 1.51 0.0472
N -2.58 -0.25 0.98 -0.0300
N -1.45 0.24 0.38 0.0486
H -0.69 3.42 0.37 -0.0011
O 1.93 -7.52 -0.78 0.0014
N 2.02 -7.11 0.36 0.0001
O 2.36 -7.79 1.31 0.0014
C 1.76 -5.70 0.60 0.0115
C 1.87 -5.19 1.88 0.0019
C 1.64 -3.85 2.11 0.0177
C 1.24 -2.96 1.07 0.0314
O 0.91 -1.73 1.22 0.0981
C 1.18 -3.57 -0.22 -0.0225
C 1.42 -4.88 -0.48 -0.0264
N 0.85 -2.62 -1.26 0.1284
O -0.25 -3.04 -2.10 0.0035
O 1.79 -2.02 -1.88 0.5830
N 1.79 -3.37 3.48 0.0014
O 1.68 -4.20 4.38 0.0009
O 2.06 -2.21 3.66 0.0008
H 2.13 -5.83 2.70 -0.0004
H 1.34 -5.29 -1.48 0.0003
C -1.18 -2.04 -1.76 -0.2048
C -2.39 -1.98 -2.23 0.0687
C -3.59 -1.89 -2.74 0.0263
C -3.82 -1.11 -3.99 0.0199
C -5.05 -0.51 -4.24 0.0002
C -5.24 0.25 -5.38 -0.0007
C -4.21 0.42 -6.29 0.0024
C -2.98 -0.18 -6.05 0.0004
C -2.79 -0.94 -4.91 0.0070
C -4.74 -2.54 -2.05 0.0162
C -5.69 -3.26 -2.78 0.0024
C -6.73 -3.90 -2.13 -0.0003
C -6.85 -3.82 -0.75 0.0022
C -5.91 -3.11 -0.02 0.0000
C -4.86 -2.47 -0.66 0.0005
H -5.86 -0.62 -3.53 0.0002
H -6.20 0.72 -5.56 -0.0001
H -4.36 1.01 -7.19 0.0002
H -2.17 -0.05 -6.75 0.0000
H -1.83 -1.41 -4.72 0.0018
H -5.60 -3.31 -3.86 0.0001
H -7.46 -4.46 -2.71 -0.0001
H -7.67 -4.32 -0.25 0.0001
H -5.99 -3.04 1.06 -0.0001
H -4.13 -1.91 -0.09 0.0038
```

## Properties
Expectation value of S²   6.0306
Gap between HOMO and LUMO (alpha / beta)   7.37 / 6.28 eV
Net charge   -1
Calculated total energy   -2162.5726 Ha
2S+1   5

=====

(3)
A structure of composition C24H26IrN4O3PS2. Source: the OMol25 dataset; level of theory: wB97M-V/def2-TZVPD.

The geometry in XYZ format:
```
61
Properties=species:S:1:pos:R:3:mulliken_spin:R:1
Ir -0.94 -0.08 0.88 0.5698
O 0.30 -0.36 2.54 0.0115
S 0.16 1.07 3.04 -0.0119
O 0.01 1.26 4.42 -0.0010
O -1.05 1.49 2.16 0.0129
C 1.48 1.98 2.36 0.0150
C 2.12 2.91 3.16 -0.0009
C 3.10 3.72 2.58 -0.0003
C 3.39 3.61 1.23 0.0000
C 2.72 2.67 0.43 0.0004
C 1.77 1.83 0.99 0.0066
P 1.12 0.52 -0.06 -0.0465
C 1.06 1.15 -1.72 0.0052
C 2.01 0.73 -2.66 -0.0018
C 2.07 1.36 -3.90 0.0013
C 1.20 2.40 -4.19 -0.0024
C 0.28 2.84 -3.24 -0.0019
C 0.21 2.23 -2.01 0.0055
C 2.15 -0.92 0.08 -0.0027
C 2.09 -1.92 -0.90 -0.0025
C 2.97 -2.99 -0.84 0.0016
C 3.88 -3.08 0.21 -0.0034
C 3.93 -2.10 1.19 0.0009
C 3.07 -1.01 1.12 -0.0064
H 1.86 3.00 4.20 -0.0001
H 3.62 4.45 3.19 0.0000
H 4.13 4.25 0.78 -0.0002
H 2.97 2.59 -0.62 -0.0003
H 2.71 -0.06 -2.44 -0.0006
H 2.80 1.04 -4.62 -0.0001
H 1.25 2.89 -5.16 -0.0001
H -0.37 3.67 -3.46 -0.0001
H -0.46 2.62 -1.26 -0.0029
H 1.39 -1.85 -1.73 -0.0005
H 2.97 -3.74 -1.61 0.0000
H 4.57 -3.91 0.25 0.0000
H 4.65 -2.17 2.00 -0.0001
H 3.13 -0.24 1.88 -0.0003
C -0.20 -5.02 -1.16 -0.0020
N -1.32 -4.15 -0.74 0.0585
C -2.69 -4.73 -0.79 -0.0040
C -1.13 -2.99 -0.25 -0.0105
N -0.96 -1.92 0.19 0.0512
H -0.21 -5.92 -0.56 0.0022
H 0.74 -4.49 -1.02 0.0007
H -0.34 -5.28 -2.21 0.0015
H -2.72 -5.61 -0.14 0.0022
H -2.90 -5.02 -1.82 0.0025
H -3.41 -4.00 -0.45 0.0016
S -2.40 0.71 -0.63 0.3288
C -3.85 1.09 0.32 -0.0019
N -3.90 1.49 1.57 0.0065
C -5.29 1.83 1.96 -0.0021
C -6.09 1.50 0.68 -0.0008
N -5.03 1.05 -0.25 0.0171
H -3.09 1.71 2.12 -0.0001
H -5.35 2.88 2.23 0.0002
H -5.59 1.22 2.81 0.0015
H -6.60 2.37 0.27 0.0010
H -6.81 0.70 0.83 0.0006
H -5.20 0.76 -1.20 0.0018
```

## Properties
Expectation value of S²   0.7586
Gap between HOMO and LUMO (alpha / beta)   7.00 / 5.51 eV
Net charge   +3
Calculated total energy   -2616.0124 Ha
2S+1   2

=====

(4)
A cluster of 2 separate species, C4H10N2 in total. Source: the OMol25 dataset; level of theory: wB97M-V/def2-TZVPD.

The geometry in XYZ format:
```
16
Properties=species:S:1:pos:R:3:lowdin_charge:R:1
H 0.70 -0.08 -1.96 0.0654
N 0.49 0.93 -2.09 -0.0412
N 1.38 1.67 -2.45 -0.0295
H 2.32 1.27 -2.60 0.0576
C 0.26 1.30 0.53 -0.0161
C -0.27 0.08 0.59 -0.4634
C -1.72 -0.16 0.32 -0.0736
C 0.55 -1.14 0.90 -0.0782
H -0.34 2.16 0.31 0.0641
H 1.30 1.49 0.73 0.0620
H -1.86 -0.53 -0.69 0.0781
H -2.29 0.76 0.42 0.0768
H -2.12 -0.90 1.01 0.0746
H 0.57 -1.81 0.04 0.0737
H 0.10 -1.69 1.72 0.0760
H 1.57 -0.87 1.16 0.0736
```

## Properties
Gap between HOMO and LUMO   9.75 eV
Calculated total energy   -267.8195 Ha

=====

Question: The lowest calculated total energy belongs to which entry?
Answer: C24H26IrN4O3PS2

=====

Question: Number 1 is which compound?
Answer: C5H6N2